(1)
Below is a molecular structure, C10H6MnNO2SbSe4 in a non-equilibrium geometry, with properties calculated with ωB97M-V/def2-TZVPD.

CARTESIAN COORDINATES (ANGSTROEM)
1 Mn 0.5464 -2.4063 -0.0259
2 O 4.1815 -0.6418 0.0167
3 C 2.9919 -0.9447 0.0087
4 O 2.4986 -2.1116 0.0056
5 C 1.9734 0.2028 0.0050
6 C 2.4918 1.5244 0.0014
7 C 1.6287 2.5665 -0.0026
8 C 0.2368 2.3046 0.0031
9 C -0.7158 3.3544 0.0030
10 C -2.0506 3.0807 0.0114
11 C -2.4845 1.7355 0.0252
12 C -1.5882 0.7067 0.0276
13 C -0.1957 0.9630 0.0115
14 N 0.6962 -0.0914 0.0068
15 H 3.5663 1.6302 0.0003
16 H 1.9768 3.5941 -0.0081
17 H -0.3541 4.3769 -0.0028
18 H -2.7746 3.8865 0.0100
19 H -3.5433 1.5084 0.0343
20 H -1.9310 -0.3178 0.0437
21 Se -2.4345 -6.1538 2.0132
22 Sb -1.5262 -5.2299 -0.0307
23 Se -1.6966 -2.6612 -0.0741
24 Se 0.9156 -4.6719 -0.0187
25 Se -2.4087 -6.2043 -2.0650

## Properties
**Maximum force**: 1.26 eV/A
**Total charge**: -2
**Gap between HOMO and LUMO (spin up / spin down)**: 5.158 / 5.182 eV
**Expectation value of S²**: 0.764
**HOMO level (spin up / spin down)**: -1.15 / -1.18 eV
**Spin multiplicity**: 2


(2)
Below is a molecular structure, C10H6N2O5Yb in a non-equilibrium geometry, with properties calculated with ωB97M-V/def2-TZVPD.

CARTESIAN COORDINATES (ANGSTROEM)
1 Yb -1.4129 0.6815 0.1399
2 O 3.4048 -2.8865 -1.1538
3 C 2.5199 -2.1657 -1.0755
4 C -0.3592 2.2159 -1.4885
5 O -0.0360 2.9751 -2.2962
6 C -1.0543 0.1635 2.5915
7 O -0.9183 0.0937 3.7321
8 C 1.0030 0.8548 0.0564
9 O 2.0915 1.2014 0.2380
10 N -4.2820 -4.1436 -4.2747
11 C -4.6930 -3.5928 -3.0921
12 O -5.8529 -3.7005 -2.7004
13 C -3.6321 -2.8067 -2.3614
14 C -2.3580 -2.5692 -2.9028
15 C -1.4824 -1.7517 -2.1938
16 N -1.8663 -1.1435 -1.0359
17 C -3.0706 -1.4334 -0.4795
18 C -3.9987 -2.2122 -1.1543
19 H -4.9286 -4.7583 -4.7480
20 H -3.3221 -4.1598 -4.5792
21 H -2.0867 -2.9822 -3.8787
22 H -0.4624 -1.5814 -2.5403
23 H -3.2899 -1.0365 0.5140
24 H -5.0108 -2.3411 -0.7745

## Properties
**Maximum force**: 6.57 eV/A
**Total charge**: +3
**Gap between HOMO and LUMO (spin up / spin down)**: 7.883 / 4.946 eV
**Expectation value of S²**: 0.755
**HOMO level (spin up / spin down)**: -19.91 / -19.91 eV
**Spin multiplicity**: 2


(3)
Below is a molecular structure, C10H7Cl2N2O2 in a non-equilibrium geometry, with properties calculated with ωB97M-V/def2-TZVPD.

CARTESIAN COORDINATES (ANGSTROEM)
1 C 0.9387 -2.1668 -0.8831
2 C 0.1446 -1.4488 -1.7808
3 C 0.9745 -1.7733 0.4188
4 C -0.5778 -0.2949 -1.3108
5 C 0.1462 -0.7394 0.8833
6 C -0.6361 0.0038 0.0144
7 C -0.5876 3.5825 -3.5878
8 C -2.1247 3.4286 0.7549
9 C -1.4830 1.0896 0.3706
10 C -2.3985 1.9971 0.5126
11 N -0.9113 3.7681 0.8809
12 N 0.0656 2.9827 0.7778
13 O -0.5312 4.7146 -3.6642
14 O -0.7935 2.4744 -3.4515
15 Cl -4.0791 1.6738 0.4350
16 Cl 1.7032 3.9725 -1.2809
17 H 1.4831 -3.1040 -1.0161
18 H 0.0699 -1.7435 -2.8454
19 H 1.5427 -2.3115 1.1134
20 H -0.7398 0.4870 -1.9970
21 H 0.2649 -0.4922 1.9995
22 H -2.7554 4.2227 1.0672
23 H 0.9247 3.3192 0.1379

## Properties
**Maximum force**: 4.17 eV/A
**Total charge**: -1
**Gap between HOMO and LUMO (spin up / spin down)**: 7.062 / 7.347 eV
**HOMO level (spin up / spin down)**: -4.54 / -4.34 eV


(4)
Below is a single C10H7N3OS molecule in a non-equilibrium geometry, with properties calculated with ωB97M-V/def2-TZVPD.

CARTESIAN COORDINATES (ANGSTROEM)
1 C 0.2893 -0.0685 2.5750
2 C -0.3210 0.3162 1.2245
3 C -1.1310 1.7038 1.2514
4 O 0.7537 0.4890 0.2258
5 C 0.6868 -0.2892 -0.8503
6 C 1.6430 -0.3201 -1.7917
7 C 2.8977 0.3000 -1.6198
8 N 3.9331 0.7731 -1.5531
9 C 1.5661 -1.1007 -2.9613
10 N 1.4474 -1.7595 -3.8799
11 C -0.6449 -0.9525 -1.0235
12 C -1.5340 -0.3236 -2.0082
13 N -2.3995 0.0716 -2.7001
14 C -1.2349 -0.6979 0.6280
15 S -2.4031 -1.5750 1.2170
16 H -0.4190 0.2854 3.3981
17 H 1.2537 0.4682 2.7476
18 H 0.3716 -1.1204 2.5463
19 H -0.5122 2.2627 0.5982
20 H -1.3665 2.1062 2.1270
21 H -2.1796 1.4514 0.9031
22 H -0.6967 -2.0200 -1.0541

## Properties
**Maximum force**: 5.63 eV/A
**Gap between HOMO and LUMO**: 8.520 eV
**SMILES**: CC1(C)OC(=C(C#N)C#N)[C@H](C#N)C1=S
**HOMO level**: -9.99 eV


(5)
Below is a molecular structure, C10H8CeN3O6 in a non-equilibrium geometry, with properties calculated with ωB97M-V/def2-TZVPD.

CARTESIAN COORDINATES (ANGSTROEM)
1 O -0.6474 3.0682 -2.0836
2 C -1.1180 2.1681 -2.7415
3 Ce 1.3364 -0.6372 0.6970
4 O -0.0854 2.6470 0.9697
5 C 0.2788 1.5629 0.7139
6 C 2.7094 -3.0728 -2.0794
7 O 2.1373 -4.0760 -1.8904
8 C 2.0539 0.9775 -1.2254
9 O 2.3637 1.8253 -1.9180
10 C -1.7425 -0.5555 0.1872
11 O -2.6364 -0.4762 -0.6128
12 H -0.7253 -0.0713 -0.1254
13 C 2.0870 -1.5442 5.2262
14 N 0.9628 -1.9319 4.3658
15 C -0.1014 -2.5527 4.9469
16 C -1.1355 -2.9004 4.1504
17 C -1.1458 -2.5958 2.7510
18 N -0.0449 -1.9625 2.2001
19 C 0.9799 -1.6849 3.0567
20 O 2.0751 -1.0115 2.5934
21 N -2.1494 -2.9152 1.8992
22 H 2.6390 -0.7009 4.8631
23 H 2.7507 -2.4042 5.4079
24 H 1.6755 -1.3190 6.2138
25 H 0.0078 -2.6892 6.0376
26 H -2.0154 -3.3646 4.5726
27 H -2.9547 -3.2932 2.3831
28 H -2.2356 -2.4377 0.9765

## Properties
**Maximum force**: 7.94 eV/A
**Total charge**: +3
**Gap between HOMO and LUMO (spin up / spin down)**: 5.714 / 5.613 eV
**HOMO level (spin up / spin down)**: -19.70 / -19.71 eV


(6)
Below is a single C10H8Cl3N3O molecule in a non-equilibrium geometry, with properties calculated with ωB97M-V/def2-TZVPD.

CARTESIAN COORDINATES (ANGSTROEM)
1 Cl 5.0797 -2.0363 -2.2520
2 C 3.7357 -0.9669 -1.8583
3 C 3.7256 0.4319 -2.1100
4 C 2.6340 1.1884 -1.7044
5 C 1.5699 0.5994 -1.0604
6 N 0.4246 1.1955 -0.6209
7 C -0.2582 0.1985 -0.1295
8 C -1.6996 0.3496 0.2897
9 N -2.4882 -0.8879 0.4632
10 N -3.6029 -0.6016 1.2889
11 C -3.2150 0.4278 2.2488
12 Cl -3.2190 -0.0843 3.9621
13 C -1.8448 0.9312 1.6949
14 Cl -0.5094 0.5171 2.8418
15 O 0.3724 -1.0036 -0.2138
16 C 1.5628 -0.7422 -0.7889
17 C 2.6265 -1.5300 -1.2011
18 H 4.5755 0.8421 -2.6442
19 H 2.6402 2.2267 -1.9421
20 H -2.2254 0.9914 -0.4080
21 H -2.7212 -1.3015 -0.4395
22 H -3.9251 -1.4397 1.7861
23 H -3.9668 1.2594 2.2037
24 H -1.8968 2.0304 1.6049
25 H 2.6255 -2.5954 -1.0109

## Properties
**Maximum force**: 2.80 eV/A
**Gap between HOMO and LUMO**: 9.026 eV
**SMILES**: Clc1ccc2nc([C@H]3NN[C@@H](Cl)[C@H]3Cl)oc2c1
**HOMO level**: -8.48 eV


(7)
Below is a single C10H8IN2PS molecule in a non-equilibrium geometry, with properties calculated with ωB97M-V/def2-TZVPD.

CARTESIAN COORDINATES (ANGSTROEM)
1 S 1.8728 -0.0376 2.7235
2 P 1.6229 -0.0512 0.8104
3 I 3.5563 -0.1861 -0.7386
4 C 0.5267 -1.4886 0.1896
5 C -0.1548 -1.4145 -0.9604
6 C -0.9187 -2.5264 -1.3701
7 C -1.1100 -3.5752 -0.5288
8 N -0.2993 -3.5914 0.6345
9 C 0.4916 -2.6550 0.9434
10 C 0.5898 1.3749 0.2662
11 C -0.2810 1.8158 1.2273
12 C -1.0335 2.9352 0.9180
13 C -0.8853 3.5618 -0.3429
14 N -0.0979 3.0945 -1.3134
15 C 0.6600 2.0679 -0.9702
16 H -0.3435 -0.5043 -1.4814
17 H -1.3511 -2.3750 -2.3697
18 H -1.5855 -4.3967 -0.8695
19 H 1.1422 -2.8178 1.9103
20 H -0.4109 1.0681 1.9841
21 H -1.7644 3.4466 1.5721
22 H -1.5032 4.5103 -0.4243
23 H 1.2768 1.7449 -1.8099

## Properties
**Maximum force**: 5.89 eV/A
**Gap between HOMO and LUMO**: 8.352 eV
**SMILES**: S=P(I)(c1cccnc1)c1cccnc1
**HOMO level**: -9.20 eV


(8)
Below is a single C10H8INO3 molecule in a non-equilibrium geometry, with properties calculated with ωB97M-V/def2-TZVPD.

CARTESIAN COORDINATES (ANGSTROEM)
1 C -2.4348 2.0959 -0.6771
2 C -2.4237 1.2898 0.4747
3 C -1.2823 2.2657 -1.4212
4 C -1.2400 0.6439 0.8722
5 C -0.0789 1.6893 -0.9641
6 C -0.0819 0.9299 0.1812
7 C 1.1385 -2.2607 0.9079
8 C 1.4141 -0.9679 -1.0914
9 C 1.1899 -0.8600 1.5624
10 C 1.1405 0.2274 0.5986
11 N 1.1281 -2.1550 -0.4920
12 O 1.1537 -3.3525 1.4529
13 O 1.6278 -0.5087 -2.1742
14 O 0.9558 -3.3169 -1.2891
15 I 2.8426 1.4427 0.3324
16 H -3.3493 2.5910 -1.0275
17 H -3.3584 1.2295 1.0510
18 H -1.3617 2.7784 -2.3374
19 H -1.0902 -0.0864 1.6443
20 H 0.8641 1.8816 -1.4929
21 H 0.3466 -0.7051 2.3589
22 H 2.0301 -0.7550 2.2433
23 H 0.8692 -4.0968 -0.7131

## Properties
**Maximum force**: 5.13 eV/A
**Gap between HOMO and LUMO**: 8.678 eV
**HOMO level**: -8.54 eV


(9)
Below is a single C10H8N2 molecule in a non-equilibrium geometry, with properties calculated with ωB97M-V/def2-TZVPD.

CARTESIAN COORDINATES (ANGSTROEM)
1 C 3.1830 0.0411 -1.3707
2 C 2.7769 -0.9774 -0.5222
3 C 1.4564 -0.9854 -0.0173
4 C 0.6319 0.0997 -0.2550
5 C -0.7023 0.2068 0.1896
6 C -1.4359 -1.0245 0.5671
7 C -2.7091 -0.8912 1.0867
8 C -3.2588 0.3573 1.1722
9 C -2.5369 1.5303 0.7957
10 N -1.3231 1.4114 0.2878
11 N 1.0348 1.1490 -1.0709
12 C 2.3209 1.0595 -1.5402
13 H 4.1203 0.2727 -2.0443
14 H 3.6202 -1.9526 -0.3017
15 H 1.2992 -1.5874 0.6103
16 H -1.0013 -1.9444 0.6643
17 H -3.1153 -1.8215 1.3823
18 H -4.3041 0.6009 1.6691
19 H -2.8081 2.6060 0.8763
20 H 2.7513 1.8498 -2.1790

## Properties
**Maximum force**: 12.78 eV/A
**Gap between HOMO and LUMO**: 8.842 eV
**SMILES**: c1ccc(-c2ccccn2)nc1
**HOMO level**: -8.77 eV


(10)
Below is a single C10H8O2 molecule in a non-equilibrium geometry, with properties calculated with ωB97M-V/def2-TZVPD.

CARTESIAN COORDINATES (ANGSTROEM)
1 O -3.9253 0.2948 0.0357
2 C -2.5841 0.0989 0.1002
3 C -2.1171 -1.2779 -0.0018
4 C -0.8413 -1.5695 -0.0765
5 C 0.1709 -0.6460 -0.0977
6 C 1.4918 -1.0819 -0.0134
7 C 2.5110 -0.1307 -0.0492
8 O 3.8993 -0.3827 0.2019
9 C 2.1891 1.1833 -0.1687
10 C 0.8916 1.6640 0.0316
11 C -0.2379 0.7352 -0.0439
12 C -1.6066 1.0224 -0.0025
13 H -4.0653 1.2647 0.0021
14 H -2.9943 -1.9190 0.0394
15 H -0.4934 -2.6026 0.0643
16 H 1.7550 -2.0760 -0.0472
17 H 3.9282 -1.3933 -0.1059
18 H 3.0190 1.9787 -0.0776
19 H 0.8901 2.7824 0.0629
20 H -1.8807 2.0552 0.1463

## Properties
**Maximum force**: 4.94 eV/A
**Gap between HOMO and LUMO**: 8.526 eV
**SMILES**: Oc1ccc2cc(O)ccc2c1
**HOMO level**: -7.94 eV